The following is a DFT calculation (ωB97M-V with the def2-TZVPD basis set) of 9 unconnected molecules or ions with the total composition C20H40F6N2O20PS2.

Total charge: +2
2S+1: 2
HOMO (spin up / spin down) in eV: -14.195 / -14.194
Total energy in Eh: -4136.684560
Orbital gap (spin up / spin down) in eV: 6.9 / 2.9
⟨S²⟩: 0.7546

Atoms and positions in Å:
S 4.06 7.58 -15.64
S 9.75 4.94 -15.93
P 7.21 11.07 -13.08
F 7.75 11.86 -11.73
F 8.16 11.95 -14.06
F 6.45 10.31 -14.34
F 6.16 12.34 -13.35
F 6.13 10.46 -11.97
F 8.28 9.83 -12.99
O 10.68 4.09 -15.13
O 4.86 13.45 -16.30
O 4.95 8.89 -16.01
O 3.44 13.13 -17.96
O 9.14 13.46 -17.70
O 7.09 5.64 -11.67
O 12.30 15.31 -15.79
O 2.86 8.08 -16.69
O 8.41 5.46 -14.99
O 9.90 11.63 -18.61
O 8.59 7.21 -11.38
O 10.46 15.08 -14.65
O 4.78 6.36 -16.11
O 3.65 7.66 -14.25
O 10.28 6.48 -16.05
O 12.32 14.30 -13.76
O 9.40 5.21 -11.98
O 3.47 15.09 -16.76
O 9.25 4.50 -17.21
O 11.23 13.44 -18.60
N 7.01 11.19 -9.14
N 4.15 12.25 -11.63
C 8.16 12.56 -17.44
C 7.37 7.76 -11.02
C 11.80 14.30 -11.57
C 11.74 14.90 -14.83
C 5.08 14.41 -15.20
C 8.34 6.87 -15.06
C 2.93 9.41 -17.17
C 6.61 14.78 -15.12
C 10.06 14.53 -13.42
C 5.14 6.66 -10.89
C 6.42 6.84 -11.68
C 11.28 13.80 -12.89
C 3.88 13.82 -17.06
C 4.09 9.96 -16.37
C 8.42 5.96 -11.75
C 8.79 10.02 -17.23
C 8.63 11.21 -18.15
C 4.16 15.57 -15.63
C 10.10 12.95 -18.36
C 9.74 7.31 -15.07
H 5.13 6.63 -9.80
H 3.85 11.75 -10.81
H 4.91 11.67 -11.97
H 4.60 13.08 -11.28
H 7.65 11.02 -9.90
H 6.16 10.66 -9.28
H 4.71 16.49 -15.86
H 8.13 12.41 -16.36
H 7.92 11.08 -18.97
H 9.93 8.38 -15.21
H 9.76 15.36 -12.78
H 4.64 14.01 -14.29
H 3.77 10.45 -15.45
H 4.57 5.78 -11.16
H 6.88 15.39 -15.98
H 4.58 7.57 -11.11
H 10.26 7.05 -14.15
H 6.21 7.02 -12.73
H 7.39 11.06 -8.21
H 4.56 10.71 -17.01
H 11.07 14.03 -10.81
H 6.63 12.12 -9.25
H 7.30 13.94 -15.24
H 7.06 7.88 -9.99
H 11.96 15.38 -11.56
H 9.44 10.35 -16.42
H 3.46 12.39 -12.35
H 9.14 13.97 -13.64
H 1.99 9.98 -17.14
H 7.80 9.76 -16.86
H 3.34 9.31 -18.17
H 8.00 7.18 -16.05
H 9.18 9.19 -17.82
H 7.20 12.93 -17.81
H 6.83 15.36 -14.23
H 7.33 8.77 -11.43
H 11.15 12.73 -12.76
H 12.80 13.98 -11.28
H 3.48 15.69 -14.80
H 7.87 7.35 -14.20

And the Mulliken charges, in e, turn out to be:
1 S 1.173
2 S 1.066
3 P 2.212
4 F -0.587
5 F -0.349
6 F -0.559
7 F -0.485
8 F -0.654
9 F -0.375
10 O -0.494
11 O -0.003
12 O -0.134
13 O -0.558
14 O -0.206
15 O -0.411
16 O -0.538
17 O -0.389
18 O -0.351
19 O -0.332
20 O -0.368
21 O -0.359
22 O -0.523
23 O -0.563
24 O -0.415
25 O -0.365
26 O -0.579
27 O -0.344
28 O -0.512
29 O -0.063
30 N -0.327
31 N -0.084
32 C 0.783
33 C 0.590
34 C -1.631
35 C 0.636
36 C 1.060
37 C 0.689
38 C -0.307
39 C -0.746
40 C 0.464
41 C -1.860
42 C 1.091
43 C 0.805
44 C 0.482
45 C -0.047
46 C 0.628
47 C -1.092
48 C 0.207
49 C -0.374
50 C 0.735
51 C -0.131
52 H 0.432
53 H 0.406
54 H -0.155
55 H 0.420
56 H 0.246
57 H 0.336
58 H 0.319
59 H -0.915
60 H 0.481
61 H 0.041
62 H 0.300
63 H -0.428
64 H 0.002
65 H 0.370
66 H 0.584
67 H 0.387
68 H 0.475
69 H -0.028
70 H 0.394
71 H 0.121
72 H 0.359
73 H 0.360
74 H -0.710
75 H 0.223
76 H 0.395
77 H 0.312
78 H 0.378
79 H -0.646
80 H 0.308
81 H 0.184
82 H 0.336
83 H 0.269
84 H 0.547
85 H 0.307
86 H 0.438
87 H -0.599
88 H 0.229
89 H 0.379
90 H 0.320
91 H -0.684

=====

The following is a DFT calculation (ωB97M-V with the def2-TZVPD basis set) of 7 unconnected molecules or ions with the total composition C20H40FNO12S3.

Total charge: 0
HOMO in eV: -6.510
Relative energy (zero: lowest compared OMol25 entry of this formula, charge and spin) in kcal/mol: 3.5
Total energy in Eh: -3037.699847
Orbital gap in eV: 6.8

Atoms and positions in Å:
S 0.67 3.21 0.26
S -2.47 -0.60 -0.78
S -1.26 0.60 3.63
F 3.97 -1.25 2.61
O 3.84 -1.99 -3.36
O -2.39 -1.24 0.43
O -0.46 3.46 -0.64
O -1.23 -0.42 -1.47
O 0.85 1.85 0.72
O -0.46 -3.66 1.67
O -1.12 -4.47 -0.36
O 0.63 -3.31 -0.24
O 2.49 -1.08 -1.69
O 4.12 0.09 -2.79
O -1.50 1.49 2.48
O -0.46 -0.54 3.43
N 1.46 -0.97 1.21
C 4.90 -1.53 -4.15
C -3.42 0.69 5.08
C 2.52 5.07 0.46
C -3.21 1.10 -0.50
C -0.31 -3.78 0.45
C -1.39 -4.04 -2.64
C -0.49 -4.59 -1.57
C -2.17 1.11 6.00
C 0.71 -3.91 -1.49
C -4.38 1.07 -1.43
C 3.47 -0.97 -2.57
C 0.59 4.17 1.69
C -4.81 -0.35 -1.59
C -1.01 1.33 5.18
C -2.86 -0.04 3.92
C 2.02 4.79 1.90
C 4.44 -1.92 -5.63
C 4.89 -0.12 -3.89
C -3.69 -1.29 -1.80
C 2.11 3.90 -0.39
H 5.25 -1.99 -6.33
H -3.32 -0.35 2.95
H -5.54 -0.29 -2.46
H 2.56 4.01 2.42
H 6.00 -1.99 -3.87
H -4.22 0.05 5.59
H 5.89 0.48 -3.80
H 2.02 5.94 -0.12
H 0.84 -0.70 0.40
H 3.68 -1.39 -5.95
H -2.39 -4.60 -2.41
H 0.84 -1.62 1.62
H -1.03 -4.28 -3.68
H 2.00 5.72 2.46
H -3.85 1.68 4.80
H 2.04 4.29 -1.26
H -5.36 -0.67 -0.84
H -3.94 -2.36 -1.40
H 4.41 0.54 -4.52
H -3.54 0.91 0.52
H -0.05 0.95 5.41
H 0.38 3.63 2.72
H 0.96 -3.11 -2.03
H 1.81 -4.34 -1.85
H 2.28 -1.41 0.73
H 2.09 -0.35 1.62
H -2.76 -1.17 4.01
H -3.26 -1.69 -2.77
H 2.74 3.14 -0.43
H -0.29 -5.67 -1.59
H -1.25 -2.97 -2.62
H -0.26 4.95 1.55
H -5.01 1.90 -1.12
H -4.02 1.45 -2.39
H -2.59 2.06 6.46
H -0.79 2.55 5.13
H -1.97 0.35 6.63
H 3.52 5.57 0.20
H 4.08 -2.97 -5.44
H -2.56 1.87 -0.50

And the Mulliken charges, in e, turn out to be:
1 S 1.477
2 S 1.497
3 S 1.278
4 F -0.920
5 O -0.210
6 O -0.666
7 O -0.832
8 O -0.690
9 O -0.551
10 O -0.647
11 O -0.359
12 O -0.150
13 O -0.490
14 O -0.273
15 O -0.598
16 O -0.705
17 N 0.143
18 C 0.543
19 C -0.586
20 C -0.466
21 C -0.780
22 C 0.704
23 C -1.044
24 C 0.840
25 C -0.705
26 C -0.930
27 C -0.711
28 C 0.448
29 C -0.154
30 C -0.964
31 C -0.551
32 C -0.517
33 C -0.758
34 C -1.425
35 C -0.717
36 C -0.525
37 C -1.377
38 H 0.385
39 H 0.150
40 H 0.310
41 H 0.339
42 H 0.260
43 H 0.304
44 H 0.269
45 H 0.236
46 H 0.170
47 H 0.477
48 H 0.279
49 H 0.130
50 H 0.372
51 H 0.389
52 H 0.253
53 H 0.624
54 H 0.479
55 H 0.256
56 H 0.347
57 H 0.099
58 H 0.625
59 H -0.178
60 H 0.387
61 H 0.148
62 H 0.263
63 H 0.282
64 H 0.340
65 H 0.430
66 H 0.549
67 H 0.320
68 H 0.104
69 H 0.349
70 H 0.394
71 H 0.323
72 H 0.296
73 H 0.134
74 H 0.285
75 H 0.344
76 H 0.311
77 H 0.533

=====

The following is a DFT calculation (ωB97M-V with the def2-TZVPD basis set) of 3 unconnected molecules or ions with the total composition C20H40N4O6.

Total charge: 0
SMILES string: COCCCCCCc1nnc(C[C@H]2CO2)nn1.COCCOC.COCCOC
HOMO in eV: -8.954
Total energy in Eh: -1456.291606
Orbital gap in eV: 8.7

Atoms and positions in Å:
O -1.81 -2.40 6.24
O 2.11 -1.15 -6.35
O -0.11 5.29 3.02
O -2.53 -0.54 -3.05
O 4.56 -0.47 -7.82
O -0.60 2.79 4.48
N 0.31 -0.08 -2.31
N -0.16 -2.14 -1.27
N 0.17 -1.62 -0.11
N 0.64 0.43 -1.17
C 3.78 0.20 -8.79
C 1.92 -2.26 -7.20
C -1.33 4.57 3.01
C -0.57 -1.91 -3.65
C 0.32 -0.40 2.47
C -3.12 -1.81 -3.51
C -1.88 -1.24 -4.07
C -0.12 -1.35 -2.33
C -2.55 -1.94 4.02
C 0.55 -0.35 -0.08
C -1.21 -0.42 2.47
C -2.97 -2.22 5.45
C 0.93 0.27 1.24
C -2.00 -3.10 7.44
C 3.40 -1.08 -5.78
C -1.80 -0.61 3.88
C 0.93 4.64 2.30
C -1.55 3.82 4.31
C 0.44 3.13 5.39
C 4.29 -0.08 -6.49
H -2.14 5.30 2.88
H 1.21 2.36 5.29
H 2.72 0.18 -8.54
H 0.65 0.17 3.34
H 3.93 -0.32 -9.74
H 2.02 0.20 1.30
H 0.98 -2.11 -7.73
H -1.90 -0.86 -5.08
H 1.86 5.16 2.54
H -4.10 -1.52 -3.84
H -2.54 3.35 4.28
H 3.88 -2.06 -5.78
H -2.98 -3.57 7.49
H 0.75 4.69 1.22
H 3.29 -0.76 -4.74
H 3.81 0.91 -6.47
H -1.24 -3.88 7.52
H -1.90 -2.43 8.30
H -3.45 -1.92 3.39
H -1.91 -2.75 3.67
H -0.74 -2.97 -3.55
H 1.85 -3.19 -6.62
H 0.67 1.33 1.20
H 0.07 3.12 6.42
H -1.37 3.88 2.17
H 1.02 3.59 2.60
H 0.87 4.10 5.17
H 0.18 -1.68 -4.41
H 2.73 -2.36 -7.92
H -1.00 -0.60 4.61
H -3.57 -1.38 5.83
H 0.72 -1.41 2.57
H -3.00 -2.62 -2.80
H 5.24 -0.01 -5.96
H 4.11 1.24 -8.91
H -3.59 -3.12 5.49
H -2.49 0.21 4.07
H -1.53 4.52 5.15
H -1.54 -1.26 1.84
H -1.59 0.49 2.01

And the Mulliken charges, in e, turn out to be:
1 O -0.298
2 O -0.301
3 O -0.381
4 O -0.449
5 O -0.373
6 O -0.158
7 N -0.276
8 N -0.601
9 N -0.039
10 N -0.386
11 C -0.668
12 C -0.869
13 C -0.541
14 C -0.229
15 C -0.552
16 C -0.540
17 C 0.145
18 C 0.756
19 C -0.739
20 C 0.129
21 C -0.775
22 C -0.616
23 C -0.039
24 C -0.739
25 C -0.456
26 C -0.551
27 C -0.589
28 C -0.490
29 C -0.895
30 C -0.606
31 H 0.395
32 H 0.239
33 H 0.276
34 H 0.434
35 H 0.241
36 H 0.289
37 H 0.245
38 H 0.433
39 H 0.282
40 H 0.290
41 H 0.340
42 H 0.377
43 H 0.336
44 H 0.329
45 H 0.341
46 H 0.346
47 H 0.226
48 H 0.240
49 H 0.346
50 H 0.384
51 H 0.360
52 H 0.313
53 H 0.061
54 H 0.281
55 H 0.280
56 H 0.158
57 H 0.396
58 H -0.275
59 H 0.442
60 H 0.328
61 H 0.289
62 H 0.206
63 H 0.207
64 H 0.375
65 H 0.324
66 H 0.459
67 H 0.189
68 H 0.375
69 H 0.475
70 H 0.492

=====

We obtain largest force on an atom values of 6.955, 9.589, 1.673 eV Å⁻¹ for the records listed above, in that order.